60
Properties=species:S:1:pos:R:3:forces:R:3:mulliken_charge:R:1 method="wB97M-V/def2-TZVPD" lumo_energy_ev=-1.42 largest_force_ev_per_a=3.189 orbital_gap_ev=5.89 relative_energy_ev=0.439 e_homo_ev=-7.310
Tl 2.295 -0.147 2.043 0.67 0.39 -0.21 0.939
C 1.068 0.913 -3.909 0.10 0.00 0.03 -0.768
C 0.875 -0.461 -3.929 0.16 0.11 -0.12 -0.713
C 1.089 -1.208 -2.791 0.13 0.02 0.28 -0.099
C 1.517 -0.584 -1.609 -0.24 0.62 -1.62 -0.087
C 1.698 0.802 -1.596 0.10 -0.38 0.18 -0.099
C 1.462 1.542 -2.735 0.08 0.13 -0.24 -0.506
N 1.767 -1.277 -0.443 0.11 -2.80 1.06 0.440
N 1.792 -2.545 -0.577 -0.21 2.76 -1.59 -0.541
C 1.983 -3.316 0.535 0.37 -1.22 1.68 0.233
C 2.142 -4.689 0.302 -0.04 0.60 -0.10 -0.529
C 2.286 -5.537 1.380 0.01 0.05 0.35 -0.386
C 2.237 -4.997 2.658 0.05 -0.09 -0.24 -0.802
C 2.120 -3.618 2.794 0.05 -0.25 0.23 -0.187
N 2.012 -2.797 1.769 -0.10 0.06 -0.73 0.073
H 0.929 1.491 -4.812 -0.09 0.04 -0.01 0.429
H 0.561 -0.944 -4.843 -0.04 -0.06 -0.02 0.427
H 0.934 -2.275 -2.781 -0.04 -0.04 -0.05 0.489
H 2.035 1.270 -0.685 0.03 0.08 0.11 0.465
H 1.594 2.614 -2.719 0.05 0.08 0.04 0.395
H 2.163 -5.041 -0.716 -0.06 -0.05 -0.12 0.480
H 2.438 -6.597 1.229 -0.08 -0.02 0.02 0.392
H 2.296 -5.629 3.529 0.05 0.00 0.10 0.414
H 2.120 -3.153 3.769 -0.04 0.04 0.15 0.392
N 0.298 -0.903 3.221 -0.53 -0.13 0.18 -0.321
C -0.847 -1.097 3.248 1.07 0.14 0.03 0.332
C -2.200 -1.304 3.262 -0.07 0.01 0.09 -0.063
C -2.694 -2.598 3.128 -0.19 -0.65 -0.13 0.192
N -3.059 -3.683 2.992 -0.13 -0.33 -0.02 -0.584
C -3.035 -0.191 3.305 -0.44 0.58 0.01 0.298
N -3.692 0.756 3.325 -0.19 0.25 0.01 -0.601
N 2.003 0.229 5.692 -0.13 0.26 0.38 -0.174
C 2.611 -0.332 4.883 0.31 -0.29 0.22 -0.101
H 1.447 0.702 6.373 -0.04 -0.02 -0.06 0.298
C -2.627 3.659 -1.372 -0.37 0.12 0.24 -1.249
N -1.242 3.337 -1.093 0.56 -0.11 -0.48 0.120
N -0.982 2.204 -0.330 -0.10 0.23 0.44 0.441
C 0.069 2.459 0.546 -0.17 0.33 0.16 0.383
O 0.532 1.663 1.359 -0.08 -0.05 -0.18 -0.525
C 0.462 3.814 0.270 -0.19 0.21 -0.19 -1.348
C -0.359 4.310 -0.691 0.31 -0.34 0.20 0.832
C -0.368 5.656 -1.323 -0.15 -0.01 0.04 -1.593
C -1.360 0.934 -0.794 -0.20 -0.52 -0.28 0.153
C -1.307 -0.153 0.072 -0.02 0.12 0.12 -0.265
C -1.606 -1.420 -0.394 -0.06 -0.04 -0.06 -0.042
C -1.991 -1.615 -1.710 -0.07 -0.06 0.02 -1.168
C -2.061 -0.531 -2.566 -0.12 -0.02 0.08 -0.936
C -1.731 0.737 -2.123 -0.09 0.11 0.04 0.072
H -3.187 2.748 -1.561 0.06 0.02 -0.07 0.485
H -2.672 4.299 -2.249 -0.01 -0.01 -0.06 0.393
H -3.091 4.170 -0.526 -0.04 0.01 0.04 0.346
H 1.270 4.308 0.771 0.15 0.13 0.00 0.494
H 0.539 6.194 -1.059 -0.02 0.00 0.05 0.390
H -1.226 6.246 -0.999 -0.03 0.03 0.01 0.333
H -0.412 5.565 -2.407 -0.01 0.01 -0.05 0.354
H -1.006 -0.002 1.093 -0.05 0.03 0.01 0.194
H -1.541 -2.261 0.280 -0.05 -0.08 0.14 0.560
H -2.239 -2.604 -2.066 -0.03 -0.11 -0.01 0.431
H -2.364 -0.672 -3.593 0.02 0.01 -0.09 0.455
H -1.746 1.559 -2.823 0.05 0.09 0.01 0.562